Entry 1:
A molecular structure, ClO14SV3 in a non-equilibrium geometry. Source: the OMol25 dataset; level of theory: ωB97M-V/def2-TZVPD.

Positions of all 19 atoms, in Å:
O1 30.8067 4.2699 7.1201
V1 31.4923 5.3104 8.1635
O2 32.3324 6.1801 7.1328
O3 31.2468 2.6590 4.0379
V2 30.8619 1.8699 2.7511
O4 31.0848 2.7194 1.4162
O5 34.0634 4.0868 0.5512
V3 34.5594 3.8920 1.9854
O6 35.8276 4.8041 2.1022
S1 34.2781 1.0794 3.5016
O7 33.6686 2.2526 2.7651
O8 35.0629 1.6939 4.5786
O9 33.1280 0.2165 3.9923
O10 35.1823 0.1977 2.7834
Cl1 32.8494 5.8839 3.8988
O11 33.4119 4.5761 4.2945
O12 31.4016 5.8298 3.9284
O13 33.3032 6.9309 4.7245
O14 33.4788 6.0812 2.6206

Output
frontier orbital gap = 0.076 Ha
LUMO level = -5.557 eV



Entry 2:
2 unconnected molecules or ions with the total composition ClO2PS in a non-equilibrium geometry. Source: the OMol25 dataset; level of theory: ωB97M-V/def2-TZVPD.

Positions of all 5 atoms, in Å:
O1 -0.8941 1.5197 -2.0842
O2 0.2821 0.3626 0.4796
P1 0.9026 -0.3770 1.5602
S1 -0.0179 0.3172 -2.0659
Cl1 -0.2727 -1.8225 2.1103

Output
energy relative to the best compared isomer or geometry (same formula, charge and spin) = 0.277 eV
frontier orbital gap (alpha / beta) = 0.280 / 0.357 Ha
⟨S²⟩ = 2.008
LUMO level (alpha / beta) = -1.081 / -1.240 eV
2S+1 = 3



Entry 3:
A molecular structure, ClO4Pb in a non-equilibrium geometry. Source: the OMol25 dataset; level of theory: ωB97M-V/def2-TZVPD.

Positions of all 6 atoms, in Å:
Pb1 0.6523 -2.5799 0.5440
Cl1 -0.2151 0.4965 -0.1015
O1 0.7081 0.9269 -1.0614
O2 -0.8152 -0.7344 -0.4968
O3 0.6277 0.2201 0.9423
O4 -0.9578 1.6709 0.1734

Output
frontier orbital gap (alpha / beta) = 0.221 / 0.282 Ha
⟨S²⟩ = 0.752
LUMO level (alpha / beta) = -2.221 / -2.131 eV
2S+1 = 2



Entry 4:
A molecular structure, ClRb. Source: the OMol25 dataset; level of theory: ωB97M-V/def2-TZVPD.

Positions of all 2 atoms, in Å:
Rb1 -9.7443 9.8185 -13.5439
Cl1 -13.1303 6.4425 -11.8501

Output
energy relative to the best compared isomer or geometry (same formula, charge and spin) = 1.839 eV
frontier orbital gap = 0.159 Ha
LUMO level = -1.971 eV



Entry 5:
A molecular structure, CrCuH11O14S2 in a non-equilibrium geometry. Source: the OMol25 dataset; level of theory: ωB97M-V/def2-TZVPD.

Positions of all 29 atoms, in Å:
Cu1 5.3459 17.6648 26.8700
Cr1 3.3756 14.9786 27.5492
S1 1.5972 15.2917 30.4579
O1 2.6015 15.3184 31.4875
O2 1.1466 13.9470 30.7694
O3 0.5581 16.2619 30.6518
O4 2.2531 15.3397 29.1716
S2 6.2639 16.0153 29.0638
O5 5.0703 15.8808 28.2787
O6 6.9106 17.2043 28.5219
O7 5.8695 16.0218 30.4192
O8 7.1341 14.8812 28.8180
O9 3.1713 16.9732 26.7681
H1 2.2069 17.0951 26.8663
O10 3.8650 17.1479 24.2038
H2 4.8038 17.1891 24.3862
H3 3.4500 17.2245 25.0629
O11 2.5649 19.4714 25.6736
H4 2.6445 18.6490 26.1569
H5 1.6358 19.5303 25.4514
O12 3.3885 18.0031 29.2399
H6 3.3994 17.5619 28.3905
H7 2.5409 18.4469 29.2689
O13 -0.2600 15.7204 27.0269
H8 -0.6574 16.0451 27.8349
H9 -0.6265 16.2761 26.3390
O14 1.7066 14.2540 26.1888
H10 1.2286 13.6192 25.6552
H11 1.0366 14.8681 26.4889

Output
frontier orbital gap (alpha / beta) = 0.222 / 0.196 Ha
⟨S²⟩ = 8.766
total charge = -1
LUMO level (alpha / beta) = 1.355 / 0.626 eV
2S+1 = 6



Entry 6:
A molecular structure, Cs2F12N6O24S12 in a non-equilibrium geometry. Source: the OMol25 dataset; level of theory: ωB97M-V/def2-TZVPD.

Positions of all 56 atoms, in Å:
Cs1 -2.3119 6.4175 2.1397
Cs2 6.8073 -2.6484 1.6941
N1 -0.6072 -7.5553 1.9843
S1 1.0536 -7.3867 2.2880
O1 1.7615 -8.4763 3.0044
O2 1.5108 -6.0548 2.4710
F1 1.5243 -7.7430 0.7629
S2 -0.9269 -7.6394 3.4358
O3 -1.0766 -6.3746 4.2073
O4 -0.5078 -8.8512 4.1947
F2 -2.4735 -7.9128 3.0730
N2 -6.2803 -2.0796 0.2094
S3 -7.6645 -3.0286 0.7772
O5 -8.8867 -2.3285 1.2384
O6 -7.3909 -4.4225 1.2827
F3 -7.9952 -3.3634 -0.7215
S4 -6.2639 -1.3607 1.4864
O7 -5.5463 -1.9592 2.6154
O8 -7.1019 -0.1836 1.7337
F4 -5.0425 -0.4914 0.9003
N3 3.1600 0.4534 -0.8304
S5 2.8348 2.0115 -0.2516
O9 1.5909 2.2322 0.4870
O10 3.1712 3.0783 -1.1129
F5 4.0418 2.0627 0.7557
S6 1.7463 0.1230 -1.1372
O11 0.9521 0.9261 -2.0257
O12 1.0277 -0.5226 -0.0301
F6 2.1525 -1.1767 -1.9963
N4 -2.9325 -6.5167 -5.2411
S7 -4.3489 -6.6740 -6.2681
O13 -4.3680 -7.8218 -7.1824
O14 -5.1380 -5.5083 -6.6227
F7 -5.2526 -7.2960 -5.0494
S8 -2.0512 -5.9331 -6.3487
O15 -2.2214 -4.5275 -6.3655
O16 -1.7188 -6.6286 -7.6417
F8 -0.7126 -6.2497 -5.5125
N5 1.0211 8.6762 -5.7759
S9 2.4540 8.8527 -5.7986
O17 3.0625 8.3202 -7.0144
O18 3.3549 8.9641 -4.6894
F9 2.4372 10.3511 -6.3650
S10 1.0189 7.1682 -4.9193
O19 0.6062 7.2270 -3.5605
O20 1.7150 5.9831 -5.4421
F10 -0.4473 6.9976 -5.5051
N6 4.8548 7.2738 8.5035
S11 4.6982 6.1836 7.5079
O21 4.7186 4.7885 8.0637
O22 5.1413 6.2167 6.1258
F11 3.1413 6.3886 7.3224
S12 6.5483 6.8832 8.5884
O23 7.3998 7.0804 7.4662
O24 6.8786 5.8038 9.5182
F12 6.8823 8.2515 9.5709

Output
frontier orbital gap = 0.184 Ha
total charge = -4
LUMO level = 2.541 eV



Entry 7:
A molecular structure, CsH38O19 in a non-equilibrium geometry. Source: the OMol25 dataset; level of theory: ωB97M-V/def2-TZVPD.

Positions of all 58 atoms, in Å:
Cs1 -0.0141 0.0933 0.0370
O1 5.0597 0.2030 1.1346
H1 4.3863 0.8810 1.1899
H2 4.6605 -0.5655 1.5425
O2 2.7202 -1.2684 -0.9037
H3 3.5004 -1.7023 -0.5583
H4 2.2357 -1.9640 -1.3482
O3 -3.7365 2.3716 -1.9379
H5 -4.1796 1.9498 -2.6741
H6 -4.2599 3.1526 -1.7583
O4 -0.6229 -0.3776 3.3744
H7 -1.0639 -0.7412 4.1422
H8 -0.7766 0.5653 3.4335
O5 3.0705 2.4207 2.1560
H9 2.2732 2.8376 1.8294
H10 2.8676 2.1922 3.0631
O6 3.9682 -2.0499 2.5991
H11 4.0465 -2.9668 2.8625
H12 3.0555 -1.9556 2.3265
O7 0.3854 -2.7268 -2.1456
H13 1.1275 -3.3210 -2.0343
H14 -0.1086 -3.0945 -2.8784
O8 -0.2226 -4.4600 0.3178
H15 0.0891 -4.3188 -0.5762
H16 -0.7609 -5.2496 0.2623
O9 -1.0214 1.0474 -3.3629
H17 -0.9406 1.2134 -4.3022
H18 -1.6386 1.7108 -3.0542
O10 1.1707 -2.2114 1.6771
H19 0.9180 -3.0690 1.3351
H20 0.5301 -2.0289 2.3645
O11 -2.3524 2.0518 0.4853
H21 -2.9162 2.7409 0.8368
H22 -2.5135 2.0678 -0.4581
O12 0.4926 3.0919 1.4859
H23 0.5013 3.1860 0.5334
H24 0.2943 3.9697 1.8120
O13 -3.7943 0.1349 2.8310
H25 -4.4213 0.2457 3.5457
H26 -3.0935 0.7565 3.0280
O14 -3.1002 -1.3708 0.6182
H27 -2.9381 -2.2075 1.0540
H28 -3.4292 -0.7989 1.3117
O15 -2.7880 -1.7811 -2.1335
H29 -2.8818 -1.8518 -1.1835
H30 -2.1761 -1.0561 -2.2609
O16 0.2807 -1.3380 -4.7257
H31 -0.3986 -0.8075 -4.3094
H32 1.1022 -0.9962 -4.3726
O17 2.4439 -0.1293 -3.9918
H33 2.7179 -0.1674 -3.0754
H34 2.9660 0.5788 -4.3691
O18 0.9459 2.8314 -1.2796
H35 0.7773 3.2452 -2.1261
H36 1.6243 3.3743 -0.8779
O19 -1.5410 2.2920 3.3906
H37 -1.7600 2.5711 2.5016
H38 -0.7611 2.7991 3.6161

Output
energy relative to the best compared isomer or geometry (same formula, charge and spin) = 1.091 eV
frontier orbital gap = 0.342 Ha
total charge = +1
LUMO level = -3.078 eV



The calculation returns the following energy values, one per record and in order: -129067.9890, -36740.3695, -25949.8387, -13176.8591, -123574.9692, -221795.8260, -40065.0373 eV.